i:
Density functional theory data (ωB97M-V/def2-TZVPD) for the ion C8H12NO with charge +1.

```
22
Properties=species:S:1:pos:R:3
C 3.486 0.069 -0.245
C 2.453 -0.314 -1.108
C 3.037 0.074 1.009
C 1.285 -0.222 -0.235
C -2.435 -1.634 0.163
C -0.028 -0.264 -0.708
C -0.787 1.774 -0.072
C -2.351 -0.114 -0.070
N -0.991 0.350 0.211
O 1.748 -0.023 1.069
H 4.511 0.299 -0.665
H 2.438 -0.594 -2.146
H 3.552 0.111 1.967
H -3.431 -2.095 -0.129
H -2.157 -1.920 1.279
H -0.359 2.245 0.761
H -0.165 1.773 -0.883
H -1.659 2.219 -0.330
H -2.598 -0.104 -1.084
H -1.671 -2.070 -0.439
H -3.119 0.310 0.527
H -0.757 0.131 1.130
```

Properties
* multiplicity: 1
* charge: +1

Atomic partial charges in e from the natural (NBO) method, atoms 1 to 6: number 1, C, carries -0.3470; number 2, C, carries -0.0310; number 3, C, carries 0.2629; number 4, C, carries -0.0041; number 5, C, carries -0.6224; number 6, C, carries 0.1105

ii:
Density functional theory data (ωB97M-V/def2-TZVPD) for the ion C8H12NO with charge +1.

```
22
Properties=species:S:1:pos:R:3
C 0.157 0.081 2.141
C 0.163 -0.534 1.007
C -0.052 -1.986 0.705
N 0.575 0.288 -0.208
C 2.035 0.057 -0.385
C -0.222 -0.267 -1.380
C -1.462 0.200 -1.605
C -1.891 1.453 -0.984
C -0.998 2.085 -0.259
O 0.345 1.611 -0.078
H 0.291 1.105 2.506
H -0.006 -0.691 2.902
H -0.719 -2.197 -0.199
H -0.488 -2.394 1.533
H 1.043 -2.410 0.579
H 2.612 0.937 -0.133
H 2.217 -0.672 0.341
H 2.279 -0.163 -1.355
H 0.091 -1.184 -1.941
H -1.952 -0.113 -2.427
H -2.841 1.844 -1.213
H -1.180 2.948 0.450
```

Properties
* multiplicity: 1
* charge: +1

Atomic partial charges in e from the natural (NBO) method, atoms 1 to 6: number 1, C, carries -0.3813; number 2, C, carries 0.1464; number 3, C, carries -0.6667; number 4, N, carries 0.0250; number 5, C, carries -0.3915; number 6, C, carries -0.0667

Of them, the most stable is i and the least stable is ii.

i:
Density functional theory data (ωB97M-V/def2-TZVPD) for a structure of composition C23H44CeNP3S.

```
73
Properties=species:S:1:pos:R:3
Ce -1.072 -0.024 0.208
P 1.858 0.649 -0.304
P -0.576 -0.507 -2.690
P 0.524 -0.570 2.746
H -4.790 -7.008 -0.428
C -5.110 -6.738 0.584
C -6.009 -5.765 0.767
H -6.409 -5.224 -0.095
C 3.084 -0.676 -0.640
C 2.204 1.736 -1.753
C 2.822 1.625 0.925
C -2.248 -1.220 -3.003
C -0.436 0.667 -4.089
C 0.469 -1.882 -3.317
C -0.616 -1.542 3.811
C 1.068 0.659 4.005
C 1.997 -1.677 2.764
H -4.695 -7.335 1.401
H -6.426 -5.532 1.750
H 4.087 -0.240 -0.760
H 2.796 -1.214 -1.549
H 3.082 -1.391 0.189
H 3.256 2.052 -1.723
H 1.560 2.620 -1.710
H 2.005 1.210 -2.691
H 3.797 1.876 0.489
H 2.973 1.064 1.851
H 2.288 2.549 1.167
H -2.407 -1.352 -4.083
H -3.025 -0.547 -2.613
H -2.365 -2.181 -2.488
H 0.039 0.194 -4.960
H 0.171 1.525 -3.780
H -1.428 1.036 -4.379
H 0.079 -2.230 -4.286
H 0.447 -2.704 -2.588
H 1.509 -1.550 -3.444
H -0.132 -1.807 4.760
H -0.956 -2.445 3.290
H -1.516 -0.946 4.005
H 1.382 0.150 4.930
H 0.240 1.343 4.238
H 1.902 1.263 3.630
H 2.140 -2.089 3.776
H 2.912 -1.149 2.462
H 1.830 -2.505 2.059
C -2.940 -3.189 0.590
C -1.857 -4.065 0.826
C -1.737 -5.213 0.051
C -2.720 -5.541 -0.895
C -3.755 -4.636 -1.174
C -3.921 -3.510 -0.374
S -3.062 -1.690 1.415
H -0.484 -1.808 -0.182
H -1.101 -3.772 1.566
H -0.879 -5.876 0.190
H -2.717 -6.548 -1.335
H -4.476 -4.876 -1.953
H -4.806 -2.868 -0.438
C -1.547 6.809 0.094
C -1.258 5.336 0.064
C -0.486 4.745 1.076
C -0.297 3.366 1.068
N -0.820 2.557 0.107
C -1.479 3.148 -0.918
C -1.750 4.513 -0.958
H -2.126 7.100 0.978
H -0.632 7.410 0.126
H -2.119 7.135 -0.778
H -0.032 5.331 1.885
H 0.262 2.868 1.864
H -1.813 2.471 -1.704
H -2.344 4.910 -1.785
```

Properties
* expectation value of S²: 0.777
* multiplicity: 2
* charge: +3

Atomic partial charges in e from the Löwdin method, atoms 1 to 6: number 1, Ce, carries 0.6278; number 2, P, carries 0.7463; number 3, P, carries 0.7385; number 4, P, carries 0.7484; number 5, H, carries 0.0481; number 6, C, carries -0.0689

ii:
Density functional theory data (ωB97M-V/def2-TZVPD) for a structure of composition C23H44CeNP3S.

```
73
Properties=species:S:1:pos:R:3
Ce -0.174 -0.326 0.553
P -2.175 -2.118 0.696
P 1.248 -1.983 -0.778
P -1.758 1.613 0.883
H 4.484 4.619 -6.529
C 4.299 5.405 -5.794
C 5.216 5.689 -4.827
H 6.157 5.137 -4.764
C -3.020 -2.157 -0.861
C -1.656 -3.720 1.024
C -3.304 -1.703 1.934
C 2.802 -1.247 -1.141
C 1.640 -3.498 -0.028
C 0.529 -2.352 -2.374
C -1.007 3.175 0.598
C -2.559 1.802 2.415
C -3.102 1.502 -0.317
H 3.366 5.966 -5.865
H 5.039 6.485 -4.100
H -3.829 -2.873 -0.686
H -2.371 -2.515 -1.669
H -3.436 -1.189 -1.163
H -2.593 -4.235 1.253
H -0.984 -3.809 1.891
H -1.179 -4.212 0.166
H -3.969 -2.572 1.960
H -3.903 -0.803 1.715
H -2.849 -1.573 2.926
H 3.421 -2.084 -1.457
H 3.262 -0.748 -0.268
H 2.734 -0.501 -1.944
H 1.598 -4.258 -0.815
H 0.991 -3.823 0.805
H 2.667 -3.431 0.347
H 1.356 -2.724 -2.988
H 0.084 -1.465 -2.855
H -0.249 -3.124 -2.291
H -1.770 3.906 0.817
H -0.655 3.298 -0.441
H -0.142 3.339 1.274
H -3.397 2.485 2.226
H -1.880 2.273 3.143
H -2.954 0.877 2.858
H -3.566 2.495 -0.317
H -3.830 0.744 -0.002
H -2.756 1.251 -1.333
C 1.531 1.946 -1.568
C 0.514 1.854 -2.532
C 0.748 2.296 -3.839
C 1.983 2.831 -4.186
C 2.989 2.925 -3.228
C 2.765 2.487 -1.928
S 1.405 1.436 0.093
H -0.965 -0.195 -1.163
H -0.463 1.441 -2.257
H -0.051 2.221 -4.580
H 2.167 3.183 -5.218
H 3.961 3.345 -3.486
H 3.548 2.555 -1.175
N 0.701 -0.662 2.690
C -0.044 -1.388 3.705
C -0.927 -0.712 4.483
C -1.614 -1.400 5.483
C -1.394 -2.749 5.670
C -0.488 -3.409 4.868
C 0.200 -2.721 3.867
H 0.797 0.334 2.845
H 1.557 -1.101 2.365
H -1.113 0.389 4.362
H -2.337 -0.857 6.135
H -1.940 -3.298 6.464
H -0.298 -4.497 5.017
H 0.938 -3.272 3.238
```

Properties
* expectation value of S²: 0.770
* multiplicity: 2
* charge: +3

Atomic partial charges in e from the Löwdin method, atoms 1 to 6: number 1, Ce, carries 0.1029; number 2, P, carries 0.6411; number 3, P, carries 0.6351; number 4, P, carries 0.6249; number 5, H, carries 0.0508; number 6, C, carries -0.0863

Of them, the most stable is i and the least stable is ii.

i:
Density functional theory data (ωB97M-V/def2-TZVPD) for a structure of composition C5H6OS2.

```
14
Properties=species:S:1:pos:R:3
C 1.225 0.781 -0.141
C -0.232 0.737 0.481
C -0.689 -0.238 1.413
C -1.026 -0.300 -1.365
C -1.428 0.907 -0.399
H 1.436 1.608 -0.866
H -1.694 -0.275 1.851
H 0.149 -0.687 2.035
H 0.031 -0.131 -1.806
H -1.857 -0.565 -2.054
H -2.383 0.921 0.031
O -0.757 2.055 0.162
S 2.434 -0.310 -0.061
S -0.980 -1.480 0.034
```

Properties
* multiplicity: 1
* charge: 0

Atomic partial charges in e from the natural (NBO) method, atoms 1 to 6: number 1, C, carries -0.2925; number 2, C, carries 0.0672; number 3, C, carries -0.5128; number 4, C, carries -0.5488; number 5, C, carries 0.0530; number 6, H, carries 0.2254

ii:
Density functional theory data (ωB97M-V/def2-TZVPD) for the molecule C5H6OS2.

```
14
Properties=species:S:1:pos:R:3
C 0.060 2.061 -0.007
C 0.000 0.580 0.007
C 1.123 -0.316 0.012
S 2.835 0.089 -0.079
C 0.611 -1.573 0.021
O -0.736 -1.541 -0.003
C -1.100 -0.229 -0.002
S -2.803 0.154 -0.080
H -0.937 2.510 -0.119
H 0.506 2.454 0.943
H 0.667 2.434 -0.845
H 2.974 0.514 1.200
H 1.070 -2.555 -0.020
H -3.072 -0.055 1.219
```

Properties
* multiplicity: 1
* charge: 0

Atomic partial charges in e from the natural (NBO) method, atoms 1 to 6: number 1, C, carries -0.6390; number 2, C, carries -0.0875; number 3, C, carries -0.2775; number 4, S, carries 0.0153; number 5, C, carries 0.1212; number 6, O, carries -0.4017

Of them, the most stable is ii and the least stable is i.

i:
Density functional theory data (ωB97M-V/def2-TZVPD) for the molecule C5H6OS2.

```
14
Properties=species:S:1:pos:R:3
C -1.098 -1.469 -0.200
C -1.252 -0.639 0.970
C 0.117 -0.795 -0.863
C 0.387 0.316 0.182
C 0.583 1.783 0.128
O 2.791 -0.591 -0.370
S -2.506 -0.368 -0.121
S 1.577 -1.012 0.261
H -1.329 -2.471 -0.330
H -1.439 -0.701 2.055
H 0.091 -0.597 -1.918
H 1.614 1.883 -0.304
H 0.546 2.426 1.115
H -0.083 2.236 -0.604
```

Properties
* multiplicity: 1
* charge: 0

Atomic partial charges in e from the natural (NBO) method, atoms 1 to 6: number 1, C, carries -0.3250; number 2, C, carries -0.3428; number 3, C, carries -0.4453; number 4, C, carries -0.1865; number 5, C, carries -0.6751; number 6, O, carries -0.9597

ii:
Density functional theory data (ωB97M-V/def2-TZVPD) for the molecule C5H6OS2.

```
14
Properties=species:S:1:pos:R:3
C -0.332 -0.401 2.140
C -0.272 -0.054 0.809
S -1.660 0.276 -0.107
C -2.094 -1.228 -1.104
C 1.030 0.057 0.057
S 2.091 -1.085 -0.356
C 1.196 1.454 -0.462
O 0.164 2.306 -0.230
H -1.323 -0.514 2.662
H 0.466 -1.029 2.685
H -1.594 -1.481 -2.264
H -1.933 -2.090 -0.421
H -3.290 -0.964 -1.187
H 2.310 1.607 -0.879
```

Properties
* multiplicity: 1
* charge: 0

Atomic partial charges in e from the natural (NBO) method, atoms 1 to 6: number 1, C, carries -0.3151; number 2, C, carries -0.2904; number 3, S, carries 0.2974; number 4, C, carries -0.7668; number 5, C, carries -0.2439; number 6, S, carries 0.1650

iii:
Density functional theory data (ωB97M-V/def2-TZVPD) for a structure of composition C5H6OS2.

```
14
Properties=species:S:1:pos:R:3
C -1.771 1.283 -0.894
C -0.649 0.275 -0.502
C 0.587 0.635 -0.741
C 1.702 -1.085 0.353
C 0.598 -1.226 1.366
H -2.716 1.100 0.036
H -2.196 0.830 -1.899
H -1.185 2.453 -0.926
H 0.777 1.667 -0.997
H 0.717 -2.193 1.794
H 0.731 -0.307 2.036
O 1.720 -0.075 -0.558
S 2.801 -2.265 0.341
S -1.117 -1.093 0.591
```

Properties
* multiplicity: 1
* charge: 0

Atomic partial charges in e from the natural (NBO) method, atoms 1 to 6: number 1, C, carries -0.6447; number 2, C, carries -0.2217; number 3, C, carries 0.0603; number 4, C, carries 0.1958; number 5, C, carries -0.5941; number 6, H, carries 0.2306

iv:
Density functional theory data (ωB97M-V/def2-TZVPD) for the molecule C5H6OS2.

```
14
Properties=species:S:1:pos:R:3
C 3.139 -0.504 -0.058
C 1.646 -0.335 -0.041
C 0.809 -1.346 0.123
O -0.568 -1.280 0.024
C -1.260 -0.136 0.141
S -2.844 -0.102 -0.216
C -0.486 1.036 0.680
S 1.033 1.305 -0.264
H 3.618 0.024 0.753
H 3.555 -0.146 -1.013
H 3.393 -1.571 0.046
H 1.136 -2.370 0.304
H -1.073 1.906 0.632
H -0.202 0.856 1.712
```

Properties
* multiplicity: 1
* charge: 0

Atomic partial charges in e from the natural (NBO) method, atoms 1 to 6: number 1, C, carries -0.6290; number 2, C, carries -0.2196; number 3, C, carries 0.0757; number 4, O, carries -0.4719; number 5, C, carries 0.2168; number 6, S, carries -0.0171

Of them, the most stable is iv and the least stable is i.